Record 1
This record from the OMol25 dataset describes C45H50NO3PbS5Te as an isolated structure. The level of theory is wB97M-V/def2-TZVPD.

Last column: Löwdin charge in e.
Positions of all 106 atoms, in Å:
S: 3.080 -1.769 -2.789  -0.08
H: 1.220 3.558 2.349  0.14
S: 4.658 -1.689 -1.742  0.15
C: 5.182 1.254 0.204  -0.09
O: -3.998 0.694 2.413  0.11
O: 1.351 -2.772 -0.118  -0.74
C: -1.982 -2.674 -1.920  -0.24
C: -0.614 3.035 3.326  -0.26
H: 3.158 -5.270 1.322  0.09
H: 2.494 1.238 2.974  0.12
C: -2.663 -3.462 -0.819  -0.02
C: -1.673 1.014 2.460  -0.07
H: -3.235 0.473 -4.582  0.11
H: 1.763 -2.698 3.397  0.10
C: -3.894 -3.473 2.722  -0.07
Te: -1.669 4.145 -2.901  1.31
H: -0.854 -5.414 -2.910  0.11
H: -4.468 -0.875 -1.741  0.11
H: 5.107 -3.370 1.739  0.12
H: -3.683 -3.121 -0.666  0.08
O: -0.565 -0.344 0.858  -0.28
H: 1.159 -2.614 -5.269  0.06
C: -2.817 -1.320 2.709  -0.15
C: 0.566 -3.316 -4.686  -0.05
C: 4.587 1.136 2.533  -0.08
H: -0.650 -4.867 -1.244  0.07
C: -1.926 -0.731 -3.375  -0.23
C: 3.847 1.392 -0.131  -0.05
C: -0.580 4.186 4.299  -0.04
C: -1.474 6.696 1.264  -0.09
N: 1.102 1.507 -0.759  -0.04
C: -2.913 0.160 2.484  -0.30
H: 1.258 -3.919 -4.102  0.06
C: -0.981 -1.376 -4.189  -0.20
C: -0.675 7.061 0.188  -0.08
H: -1.433 7.267 2.184  0.11
Pb: 0.311 -0.891 -1.109  1.55
H: -3.315 0.370 -1.287  0.07
H: -2.147 -3.373 0.145  0.09
H: -0.125 6.640 -1.845  0.09
S: 1.513 -3.539 1.204  1.00
C: 3.248 1.256 2.197  -0.04
H: 0.199 0.030 -5.365  0.08
H: -3.422 -1.088 -0.333  0.06
H: -0.013 7.915 0.267  0.11
H: -0.589 2.737 -0.370  0.10
H: 0.256 4.088 4.993  0.08
H: -1.431 -0.233 -5.962  0.08
C: -0.181 2.133 -1.175  -0.34
C: -0.580 -0.729 -5.500  -0.02
C: -2.335 5.613 1.156  -0.08
C: 0.408 1.761 1.528  -0.13
C: -0.955 -3.268 -2.670  -0.24
H: 0.875 3.715 -2.186  0.06
C: 4.077 -3.406 2.093  -0.20
C: 3.200 -4.202 1.118  -0.29
H: 1.296 -1.432 2.223  0.07
H: -3.082 4.051 -0.112  0.09
C: -2.749 -4.043 3.266  -0.08
C: 0.412 2.833 2.415  0.02
C: -0.737 6.345 -1.002  -0.14
H: 4.076 -3.883 3.075  0.12
H: 0.364 2.413 -3.266  0.04
H: -2.923 1.171 -3.005  0.03
C: -0.459 -2.621 -3.814  -0.22
H: -2.968 5.331 1.989  0.11
H: 0.657 -4.681 -2.389  0.07
C: -2.467 0.610 -3.813  -0.06
C: 5.556 1.133 1.538  -0.06
C: -1.596 5.252 -1.111  -0.58
C: 0.075 3.005 -2.393  -0.49
S: 4.947 0.534 -3.756  0.15
H: 3.545 1.518 -1.163  0.09
C: -0.425 -4.629 -2.280  -0.03
C: -3.929 -2.113 2.452  -0.03
H: -4.822 -1.642 2.059  0.12
C: -1.668 2.132 3.288  0.04
H: 3.487 -4.042 0.075  0.07
S: 3.295 -0.264 -4.161  0.00
C: 1.964 -2.277 2.408  -0.30
H: -2.710 -4.518 -1.074  0.09
H: -0.464 5.140 3.780  0.07
C: -3.460 -0.708 -1.352  -0.02
C: 3.451 -2.018 2.181  -0.23
H: -0.766 -3.688 4.009  0.10
H: 6.602 1.046 1.802  0.11
C: -2.419 -1.371 -2.226  -0.25
C: -1.643 -3.249 3.547  -0.08
H: 0.074 -3.994 -5.391  0.11
H: -0.952 1.386 -1.424  0.06
H: -2.723 -5.104 3.485  0.11
C: -1.679 -1.890 3.268  -0.03
H: -1.497 4.228 4.888  0.08
C: -0.611 0.777 1.575  -0.30
H: -0.833 -1.256 3.508  0.11
C: 2.864 1.390 0.861  -0.15
H: -0.210 -1.458 -6.216  0.08
H: 3.590 -1.483 1.236  0.09
H: 4.876 1.038 3.572  0.11
C: 1.441 1.589 0.485  -0.22
H: -4.763 -4.088 2.521  0.11
H: 5.935 1.258 -0.574  0.10
C: -2.399 4.889 -0.029  -0.15
H: -2.525 2.281 3.939  0.13
H: 3.881 -1.407 2.973  0.11
H: -1.687 1.235 -4.248  0.05

The calculation puts the energy relative to the best compared isomer or geometry (same formula, charge and spin) at 0.297 eV. The total charge is +1. The calculation puts the gap between HOMO and LUMO at 5.20 eV. The total energy comes out at -121821.7149 eV. The HOMO energy comes out at -10.1 eV.

***

Record 2
This record from the OMol25 dataset describes C45H51AsN6O8SSr as an isolated structure at a distorted geometry. The level of theory is wB97M-V/def2-TZVPD.

Last column: Löwdin charge in e.
Positions of all 113 atoms, in Å:
C: 2.248 4.005 5.073  -0.14
O: -3.060 1.042 -3.733  -0.11
H: 0.000 4.851 -1.108  0.02
H: 2.293 -5.497 -0.138  0.09
H: -5.332 0.630 1.999  0.08
C: 3.846 -0.149 3.347  -0.30
O: -0.878 -3.980 -6.251  -0.10
C: 2.809 -0.823 -3.830  -0.05
N: 0.630 -1.709 -2.017  0.19
H: -1.626 -0.423 -3.829  0.11
C: -4.364 -3.688 -5.249  -0.11
H: -1.688 4.597 -0.655  0.02
H: -1.151 4.248 3.014  0.02
H: -0.385 -1.971 -6.552  0.10
H: -4.644 0.743 -4.939  0.08
C: -1.851 -2.842 -4.330  -0.17
H: -5.329 -4.031 -5.599  0.09
H: 3.740 -4.377 -4.016  0.11
H: -3.251 -4.621 -6.848  0.11
C: 1.550 -3.650 -0.931  -0.01
S: 2.493 -1.132 4.116  0.93
O: -2.820 -2.388 -0.146  -0.10
H: 5.395 -0.627 1.957  0.11
O: 1.177 2.213 0.267  -0.63
N: 3.512 -0.217 -0.475  -0.08
C: -2.051 -3.569 0.050  -0.06
C: -1.969 -3.591 -5.511  -0.24
H: -2.747 -4.404 0.190  0.08
H: -5.031 0.710 -3.198  0.09
H: 4.805 -3.171 2.081  0.11
H: -3.549 1.221 3.639  0.10
H: -0.090 5.742 1.080  0.00
C: -3.020 -2.506 -3.639  -0.01
H: 3.293 0.317 2.525  0.06
O: 2.449 -2.177 -4.179  -0.14
H: 4.228 0.590 4.048  0.08
C: -4.068 -0.667 0.830  -0.03
C: 2.521 -0.316 0.133  -0.34
C: -1.817 -1.019 1.665  -0.38
C: -3.323 1.948 -1.495  -0.04
C: 1.469 -2.802 -2.042  -0.23
H: -3.360 2.655 0.511  0.10
C: 0.733 5.080 1.369  -0.22
C: -2.890 -1.383 0.777  -0.22
H: 3.895 -0.755 -3.752  0.08
H: -2.941 -1.988 -2.690  0.11
C: 3.592 4.344 5.197  -0.03
C: -0.737 4.094 -0.842  -0.19
O: 2.595 3.158 2.888  0.00
H: -4.214 2.502 -1.761  0.10
H: -1.371 -3.470 0.888  0.07
C: 3.216 -2.694 3.504  -0.32
C: 3.034 -5.128 -2.119  -0.12
H: 3.522 -2.049 1.494  0.06
C: 1.360 4.399 6.068  -0.05
N: 0.695 2.526 4.092  0.02
H: 1.110 5.399 7.949  0.09
C: -2.632 1.193 -2.422  -0.23
C: 3.098 -4.212 -3.159  -0.03
H: -2.407 3.154 2.384  0.01
N: -0.577 -2.497 -3.883  0.15
C: -2.028 0.240 2.479  -0.19
C: 2.342 -3.047 -3.123  -0.26
As: -0.081 3.222 0.876  1.08
H: -4.830 -0.868 0.085  0.11
C: 4.905 -1.104 2.808  -0.24
H: -2.101 4.704 1.569  0.02
H: -1.333 1.555 1.351  0.01
C: -0.938 1.131 3.387  -0.10
H: 0.904 5.258 2.429  0.01
H: 1.109 -3.263 -0.019  0.11
H: -5.144 -2.659 -3.531  0.10
H: 3.725 -3.199 4.328  0.08
C: 1.833 3.185 3.857  -0.53
H: 4.259 4.040 4.400  0.11
H: -1.310 1.353 4.384  0.10
H: -4.719 2.261 -4.014  0.08
H: 0.125 -3.213 -3.988  0.13
H: 2.382 -0.506 -2.881  0.06
C: -0.875 0.643 -0.814  -0.10
H: 2.451 -0.194 -4.644  0.08
Sr: 0.254 0.425 1.309  1.31
H: 5.626 -1.360 3.591  0.10
C: 4.047 5.037 6.309  -0.11
C: -1.462 0.506 -2.046  -0.20
C: -0.269 -1.536 -2.897  -0.35
H: 0.956 -2.989 -6.003  0.07
C: -4.340 0.204 1.907  -0.13
H: 3.603 -6.049 -2.169  0.08
C: 4.142 -2.345 2.341  -0.24
C: 1.811 5.097 7.178  -0.11
C: 0.061 -2.964 -6.624  -0.07
C: -4.259 -2.919 -4.099  -0.09
C: -3.345 0.559 2.804  -0.13
O: 1.318 -0.866 3.258  -0.61
H: 2.327 -3.235 3.174  0.09
C: -4.436 1.203 -3.973  -0.11
H: -1.465 -3.736 -0.853  0.08
H: 1.598 5.324 0.756  0.02
H: 3.512 5.944 8.184  0.08
C: 2.291 -4.820 -0.984  -0.11
N: -0.980 -0.382 -3.055  0.15
H: 0.332 -3.164 -7.661  0.08
H: 5.098 5.290 6.399  0.09
H: -0.845 3.361 -1.638  0.02
O: -0.704 -1.669 1.650  -0.22
H: 0.317 4.134 5.955  0.10
C: 3.158 5.410 7.309  -0.13
C: -1.642 3.881 2.115  -0.17
C: -1.635 1.423 0.127  -0.39
C: -3.213 -4.022 -5.946  -0.03
C: -2.839 2.011 -0.191  -0.14
N: 0.172 1.865 3.035  -0.28

The calculation puts the energy relative to the best compared isomer or geometry (same formula, charge and spin) at 10.965 eV. The total charge is -2. The calculation puts the gap between HOMO and LUMO at 5.92 eV. The total energy comes out at -145314.0903 eV. The HOMO energy comes out at -1.9 eV.

***

Record 3
This record from the OMol25 dataset describes C45H51BGe2MgN6O4 as an isolated structure at a distorted geometry. The level of theory is wB97M-V/def2-TZVPD.

Last column: Löwdin charge in e.
Positions of all 110 atoms, in Å:
H: -1.484 0.245 -6.264  0.12
H: -4.970 2.819 -6.523  0.14
C: -3.744 2.920 -4.704  -0.13
H: 3.219 -3.895 5.245  0.11
O: -5.590 -3.509 1.377  0.08
C: -5.401 -3.482 -0.009  -0.22
C: -4.636 3.722 -3.942  -0.04
C: 4.049 3.279 -4.704  0.03
H: 4.912 4.012 -4.915  0.16
H: 9.047 8.547 -1.645  0.09
C: 1.989 2.200 -5.337  -0.15
C: 0.718 -2.444 7.018  -0.12
H: 2.174 -1.727 2.697  0.03
H: 5.365 7.991 -1.768  0.11
H: -4.166 -3.072 -3.538  0.07
H: -5.427 4.223 -4.511  0.12
C: 1.673 -1.209 1.862  -0.46
C: -4.484 -3.290 -2.583  -0.11
N: 5.347 3.635 -0.188  0.11
C: -3.607 -3.839 -1.661  0.01
C: -6.310 -3.193 -0.987  -0.02
H: 3.094 -0.559 0.417  0.04
H: -5.175 4.692 -2.180  0.12
H: -4.556 -1.937 6.516  0.06
H: 3.183 3.242 -6.659  0.10
H: 1.610 -1.310 -0.387  0.06
C: -4.100 -3.951 -0.378  -0.17
B: -4.274 -3.856 1.956  -0.34
N: 4.590 3.171 -2.334  0.13
H: -6.508 -2.826 -3.123  0.08
C: -5.173 -3.239 4.884  -0.33
C: -4.039 2.456 -6.018  -0.01
H: 0.600 -2.038 8.056  0.10
H: 1.129 -5.330 0.226  0.06
H: -5.990 -1.361 5.662  0.07
C: 7.289 7.243 -1.211  -0.29
C: 3.758 2.890 -3.405  -0.21
C: 5.220 5.904 -1.037  -0.01
H: 1.605 -0.162 2.124  0.03
H: -1.161 -3.781 0.422  0.01
O: -3.429 -4.129 0.824  0.06
C: -0.329 -2.410 6.088  -0.05
N: -0.020 -0.724 -2.350  0.02
H: -3.166 3.724 -0.857  0.13
C: -2.402 2.674 -2.591  -0.20
H: -1.788 -5.655 3.969  0.05
C: 7.349 5.109 -0.199  -0.03
H: -0.207 -4.450 1.708  0.04
H: 2.842 -2.319 0.375  0.04
C: -2.540 -5.545 6.038  -0.17
H: -2.666 -4.619 6.503  0.02
H: 7.631 9.439 -1.193  0.08
H: 7.884 4.303 0.313  0.12
Ge: -0.206 -1.932 1.710  0.87
N: -1.802 1.432 -4.652  0.02
H: 2.526 1.433 -2.267  0.12
H: 7.557 8.676 -2.710  0.09
C: -2.609 2.361 -3.994  -0.12
C: -3.303 1.447 -6.551  -0.04
O: 3.765 1.935 -0.491  0.05
C: 8.022 6.227 -0.645  -0.05
C: -0.315 -1.856 -2.517  -0.56
H: -5.312 -4.085 5.581  0.06
N: -1.215 2.100 -1.965  0.04
H: -1.441 1.187 -1.513  0.10
C: 2.336 -1.351 0.533  -0.25
H: -1.310 -2.132 6.515  0.11
C: 1.962 -3.005 6.750  -0.13
C: 7.942 8.515 -1.678  -0.06
H: -3.375 0.965 -7.544  0.12
H: 5.630 3.105 0.653  0.17
H: 4.155 5.795 -1.119  0.11
H: 1.463 -3.697 3.455  0.10
H: -3.273 -6.239 6.461  0.07
C: -0.169 -3.701 0.887  -0.42
H: -2.558 -4.102 -1.838  0.11
C: -2.262 -2.313 3.632  -0.30
C: -0.041 -2.675 4.747  -0.27
C: 2.696 2.020 -3.152  0.01
H: -4.344 -1.218 4.996  0.03
C: -2.130 1.015 -5.858  -0.10
H: -0.685 2.608 -1.234  0.13
C: 5.994 4.873 -0.444  -0.26
H: 1.233 1.981 -6.073  0.11
H: -7.336 -2.973 -0.524  0.14
Ge: -3.470 -3.709 3.975  0.94
H: -3.377 -6.264 4.169  0.05
C: 2.237 -3.388 5.424  -0.11
H: -2.833 -1.480 3.150  0.04
C: 0.939 -4.279 -0.074  -0.15
H: 2.768 -3.000 7.520  0.10
C: -3.338 3.479 -1.928  0.00
C: -2.718 -5.474 4.497  -0.31
H: -1.539 -5.863 6.315  0.06
Mg: -0.109 0.992 -3.473  0.70
C: 5.894 7.123 -1.376  -0.02
C: 4.463 2.860 -0.963  -0.44
C: -5.834 -3.065 -2.325  -0.09
H: 0.785 -4.041 -1.102  0.02
C: -5.010 -1.857 5.541  -0.17
H: 9.102 6.183 -0.497  0.12
H: 1.891 -3.842 0.272  0.02
C: 3.091 2.938 -5.662  -0.04
H: 5.365 3.870 -2.532  0.16
C: -0.893 -2.329 3.674  -0.36
C: 1.218 -3.331 4.477  -0.06
H: -5.889 -3.320 4.094  0.03
C: -4.429 4.030 -2.622  -0.07
N: 1.733 1.775 -4.114  -0.01
O: -0.576 -2.985 -2.676  0.07

The calculation puts the energy relative to the best compared isomer or geometry (same formula, charge and spin) at 2.238 eV. The calculation puts the gap between HOMO and LUMO (alpha / beta) at 1.96 / 1.98 eV. The total energy comes out at -183773.9743 eV. The HOMO energy (alpha / beta) comes out at -3.7 / -3.7 eV.

***

Record 4
This record from the OMol25 dataset describes C45H52Cl2Ge2N5O4ReSi3 as an isolated structure at a distorted geometry. The level of theory is wB97M-V/def2-TZVPD.

Last column: Löwdin charge in e.
Positions of all 114 atoms, in Å:
H: -0.600 -2.890 -5.127  0.10
C: -1.254 3.645 0.013  -0.21
H: 5.066 -2.031 3.284  0.04
Cl: -4.185 6.327 2.126  0.70
C: -1.461 -2.910 2.199  -0.02
H: 1.203 2.171 -4.217  0.13
H: -3.275 3.745 2.736  0.11
C: -1.332 0.886 -5.537  -0.07
H: 0.248 -1.099 4.043  -0.01
C: -6.864 -2.159 -1.881  -0.06
H: 3.219 2.641 4.957  0.03
C: 0.044 2.738 -1.870  -0.44
C: 0.971 -4.568 -1.895  -0.08
H: 0.560 3.245 5.016  0.04
C: -4.126 -2.055 -2.331  -0.29
N: -1.552 1.906 1.603  -0.05
C: 4.386 -1.175 3.314  -0.21
H: 2.784 1.438 6.176  0.05
H: 3.377 -3.588 1.707  0.04
C: -3.056 5.315 1.307  -0.67
H: 5.476 1.743 1.711  0.03
C: -0.958 -5.599 -0.890  -0.07
N: 1.015 0.582 -1.283  -0.07
C: -1.940 -0.255 2.541  -0.19
C: 0.853 1.517 -2.236  -0.20
H: -0.163 2.877 3.452  0.00
C: -1.912 0.179 -4.493  -0.10
H: 3.723 1.707 -1.136  0.01
H: -1.069 5.220 -1.428  0.11
H: -2.580 0.693 -3.809  0.11
H: -0.737 2.055 4.902  0.03
H: 3.760 -1.274 4.203  0.02
C: 0.176 -3.526 -2.351  -0.12
C: -0.797 -1.829 -5.226  -0.10
C: 0.154 2.439 4.399  -0.20
C: -2.780 4.067 1.835  -0.02
H: 1.821 -3.002 2.296  0.02
H: -4.640 -1.339 -4.298  0.10
C: -2.434 5.732 0.133  -0.67
C: 4.626 -0.944 0.318  -0.21
N: -0.373 2.698 -0.558  -0.04
C: 2.152 0.265 -3.786  -0.01
C: -2.462 -2.513 3.075  -0.01
C: -6.382 -1.724 -3.107  -0.06
H: -7.070 -1.426 -3.887  0.11
C: -2.249 1.216 2.580  -0.44
Re: -0.227 0.936 0.444  1.34
Cl: -2.755 7.282 -0.546  0.71
H: 4.502 3.273 -0.891  0.04
H: 2.602 0.145 -4.762  0.12
C: -1.639 -1.181 -4.323  -0.27
Si: 1.449 1.093 4.161  0.36
Ge: 1.883 0.750 1.789  0.57
H: 1.206 4.063 1.288  0.00
O: -1.294 -0.734 -1.602  -0.20
Si: 3.236 2.652 1.138  0.33
Si: 3.393 -1.136 1.731  0.32
H: 5.591 -1.361 0.624  0.04
C: -4.615 -2.484 -1.096  -0.12
O: -3.041 1.660 3.373  0.12
H: 4.716 2.469 3.136  0.01
C: -5.981 -2.535 -0.874  -0.07
C: 2.601 -2.833 1.548  -0.22
C: -0.474 0.238 -6.418  -0.08
H: 4.788 0.100 0.044  0.00
H: 2.777 3.202 -1.243  0.02
H: 2.657 5.069 1.201  0.04
C: -1.882 3.224 1.192  -0.20
N: -0.953 -0.634 1.717  -0.08
C: 3.587 2.702 -0.705  -0.20
H: 5.414 3.502 1.882  0.04
H: 2.913 -1.587 -2.983  0.12
H: 0.167 -0.426 5.675  0.04
H: -6.362 -2.876 0.081  0.11
H: 1.646 -1.211 5.112  0.02
Ge: -2.251 -2.025 -2.700  1.10
H: -3.933 -2.750 -0.295  0.09
C: -1.759 -4.564 -1.358  -0.10
H: -3.056 -3.249 3.601  0.12
H: -1.543 1.942 -5.653  0.12
H: 1.839 -1.235 -0.774  0.08
H: -1.400 -6.407 -0.320  0.11
H: 4.310 -1.484 -0.579  0.02
C: -0.217 -1.119 -6.272  -0.08
C: 2.331 -0.694 -2.799  -0.04
H: 3.856 0.991 4.845  0.00
H: 2.030 -4.578 -2.118  0.11
C: -0.724 -1.944 1.541  -0.12
C: -1.537 4.899 -0.512  -0.03
H: -2.825 -4.588 -1.168  0.09
O: -2.893 0.061 -0.399  0.07
H: -3.470 -0.781 3.908  0.14
C: 0.819 -0.566 4.806  -0.21
H: -1.247 -3.953 2.009  0.12
C: 0.403 -5.606 -1.164  -0.07
H: 0.624 -2.716 -2.917  0.08
H: 2.218 4.276 2.722  0.03
C: -2.701 -1.160 3.249  0.03
C: 1.742 -0.505 -1.565  -0.14
H: 2.173 -3.012 0.556  0.00
C: 1.393 1.388 -3.497  0.02
C: -1.197 -3.516 -2.087  -0.26
N: -1.734 0.086 -0.673  -0.32
C: 4.858 2.576 2.058  -0.20
C: 2.238 4.155 1.635  -0.21
H: 0.077 -2.206 0.865  0.09
H: -0.009 0.792 -7.224  0.11
C: -5.012 -1.675 -3.336  -0.09
C: 2.982 1.586 5.109  -0.21
H: 1.018 -6.428 -0.822  0.11
H: 4.992 -0.271 3.422  0.03
H: -7.931 -2.206 -1.708  0.11
H: 0.437 -1.627 -6.970  0.11
O: -0.158 3.607 -2.687  0.10

The spin multiplicity is 2. The total charge is +1. The calculation puts the gap between HOMO and LUMO (alpha / beta) at 5.87 / 6.08 eV. The total energy comes out at -226987.1484 eV. The HOMO energy (alpha / beta) comes out at -10.1 / -10.0 eV.